Molecular formula: C37H93CdN6O13
Method: DFT, ωB97M-V with the def2-TZVPD basis set

- frontier orbital gap (eV) = 5.6
- HOMO (eV) = -10.51
- maximum force (hartree/bohr) = 0.044
- total charge = +1
- energy (a.u.) = -2939.38096

Element x y z (Å)
1 Cd -2.2838 1.1075 -2.6776
2 C 0.3006 1.6252 -0.7656
3 O -0.5119 0.9654 -1.6531
4 H 0.6842 2.5880 -1.1460
5 H -0.1889 1.9024 0.1875
6 H 1.1898 1.0467 -0.4741
7 C 3.3576 -0.1968 -4.8156
8 O 4.1173 0.3334 -3.7946
9 C 3.3369 0.8277 -2.7493
10 C 4.1476 1.7775 -1.8982
11 N 4.3974 3.0834 -2.5193
12 C 3.2658 4.0296 -2.3346
13 C 3.6765 5.3847 -2.8720
14 O 3.7695 5.3166 -4.2735
15 C 4.3170 6.5224 -4.8227
16 H 3.9907 -0.6536 -5.5805
17 H 2.7782 0.5734 -5.3479
18 H 2.7057 -1.0169 -4.4723
19 H 3.0548 -0.0307 -2.1030
20 H 2.3574 1.2212 -3.0697
21 H 5.1222 1.2908 -1.7798
22 H 3.6587 1.8730 -0.9298
23 H 4.5261 2.9496 -3.5186
24 H 3.0214 4.0544 -1.2782
25 H 2.4207 3.7351 -2.9881
26 H 4.6464 5.6650 -2.4261
27 H 2.9873 6.1891 -2.5564
28 H 5.3713 6.5979 -4.5271
29 H 3.7386 7.4081 -4.5474
30 H 4.3038 6.4109 -5.9072
31 C -6.5722 3.7335 4.2314
32 O -5.9974 3.3470 2.9930
33 C -6.1944 4.2916 1.9896
34 C -5.6766 3.7186 0.7135
35 N -4.2237 3.4916 0.7091
36 C -3.4786 4.7087 0.3093
37 C -1.9836 4.5995 0.5317
38 O -1.7661 4.9388 1.9091
39 C -0.8182 4.2192 2.5425
40 H -6.5323 4.8182 4.3591
41 H -6.0296 3.2460 5.0432
42 H -7.6055 3.3701 4.3209
43 H -5.7105 5.2612 2.2017
44 H -7.2664 4.5378 1.9486
45 H -5.9687 4.3578 -0.1273
46 H -6.1893 2.7732 0.5031
47 H -3.9859 3.3342 1.6928
48 H -3.8465 5.5587 0.9128
49 H -3.7174 4.9753 -0.7287
50 H -1.4437 5.3504 -0.0564
51 H -1.6643 3.5717 0.2856
52 H -1.1221 3.1789 2.6846
53 H -0.6841 4.6259 3.5397
54 H 0.1331 4.1399 1.9997
55 C -0.6068 1.4086 -5.6373
56 O -1.2459 0.5875 -4.6721
57 C -0.7852 -0.7523 -4.5884
58 C -1.9579 -1.5494 -4.0624
59 N -2.3842 -1.1719 -2.6826
60 C -3.6194 -1.9524 -2.3477
61 C -3.3503 -3.3699 -1.8349
62 O -2.5143 -3.3533 -0.6951
63 C -2.1665 -4.6869 -0.2713
64 H 0.4113 1.6523 -5.3350
65 H -1.2017 2.3020 -5.8049
66 H -0.5838 0.8896 -6.6016
67 H 0.1264 -0.8641 -3.9983
68 H -0.6080 -1.1036 -5.6090
69 H -1.6981 -2.6141 -4.1219
70 H -2.7813 -1.4335 -4.7704
71 H -1.5744 -1.4801 -2.1337
72 H -4.2383 -2.0667 -3.2384
73 H -4.1769 -1.4064 -1.5837
74 H -2.8968 -3.9744 -2.6341
75 H -4.3420 -3.7683 -1.5763
76 H -1.2303 -4.6146 0.2800
77 H -1.9890 -5.3616 -1.1113
78 H -2.9635 -5.0435 0.3864
79 C 1.6562 1.4876 3.7664
80 O 2.9256 0.9187 3.4271
81 C 3.0716 0.7227 2.0599
82 C 4.3550 -0.0005 1.8004
83 N 4.3934 -1.2591 2.5667
84 C 5.7694 -1.7212 2.7163
85 C 5.8447 -2.9003 3.6396
86 O 5.6644 -2.3995 4.9551
87 C 5.5046 -3.4341 5.8893
88 H 1.4143 2.3630 3.1608
89 H 1.7508 1.7490 4.8220
90 H 0.8902 0.6982 3.7271
91 H 3.0595 1.7088 1.5729
92 H 2.2389 0.1213 1.6678
93 H 5.2184 0.6585 1.9873
94 H 4.3815 -0.2376 0.7257
95 H 4.0967 -0.9477 3.4987
96 H 6.4041 -0.9509 3.1821
97 H 6.1652 -1.9592 1.7264
98 H 6.8419 -3.3653 3.5864
99 H 5.0905 -3.6714 3.4310
100 H 6.4791 -3.8971 6.0868
101 H 4.7472 -4.1501 5.5611
102 H 5.1781 -2.9993 6.8334
103 C 3.5010 -5.4200 -0.2216
104 O 2.9117 -5.8125 -1.4496
105 C 3.2639 -5.0021 -2.5295
106 C 2.7911 -3.5261 -2.3977
107 N 1.3673 -3.4965 -2.0451
108 C 0.9460 -2.2710 -1.4130
109 C 1.4606 -2.0120 -0.0195
110 O 0.9389 -3.0614 0.8070
111 C 1.3946 -2.9430 2.1200
112 H 3.0517 -4.4963 0.1605
113 H 4.5908 -5.2985 -0.3109
114 H 3.3210 -6.2076 0.5076
115 H 2.8037 -5.4035 -3.4324
116 H 4.3574 -4.9705 -2.6626
117 H 2.9097 -3.0803 -3.3901
118 H 3.4674 -3.0282 -1.6892
119 H 1.1470 -4.3439 -1.5347
120 H -0.1321 -2.1020 -1.3949
121 H 1.2836 -1.4816 -2.1009
122 H 1.0418 -1.0728 0.3680
123 H 2.5571 -2.0443 0.0238
124 H 1.3719 -1.9030 2.4630
125 H 2.4194 -3.3125 2.1914
126 H 0.7351 -3.5168 2.7679
127 C -2.9171 0.1332 5.2950
128 O -2.7860 -0.7828 4.2332
129 C -2.1953 -0.2475 3.0870
130 C -2.1514 -1.2938 2.0245
131 N -3.3838 -1.3997 1.2380
132 C -4.5271 -1.8750 2.0323
133 C -5.7854 -1.7565 1.2176
134 O -5.8037 -2.6997 0.1597
135 C -6.7729 -2.3835 -0.7789
136 H -3.5125 1.0220 5.0134
137 H -1.9447 0.5230 5.6274
138 H -3.4456 -0.3558 6.1074
139 H -1.1354 0.0009 3.2752
140 H -2.6639 0.6837 2.7488
141 H -1.9871 -2.2467 2.5576
142 H -1.3265 -1.1247 1.3308
143 H -3.1403 -2.1483 0.6064
144 H -4.6884 -1.3117 2.9461
145 H -4.3893 -2.9384 2.2966
146 H -5.9336 -0.7259 0.8655
147 H -6.6454 -1.9569 1.8837
148 H -7.7867 -2.3576 -0.3725
149 H -6.6827 -3.0954 -1.5985
150 H -6.5754 -1.3929 -1.2276